(1)
# C45H60F14N14O11S3

A 12-piece molecular cluster, C45H60F14N14O11S3 overall at a distorted geometry (ωB97M-V/def2-TZVPD, OMol25).

XYZ file:
```
147
Properties=species:S:1:pos:R:3:forces:R:3
C -3.01836 0.12760 -8.09558 -0.324 -0.043 0.993
C -1.67101 1.07977 -7.83632 3.681 0.148 -3.437
O -0.75540 1.04223 -8.84141 -5.213 0.544 6.366
O -1.50923 1.89109 -6.60705 -0.019 -2.321 -3.764
C -0.15458 2.46735 -6.51043 1.880 1.322 -0.822
C 0.06095 3.40870 -5.14556 0.231 -1.578 0.133
C 0.88762 2.52701 -3.98885 0.506 0.240 -0.478
C 0.63787 3.06905 -2.45878 -1.396 -0.684 -0.159
C -0.11749 1.82081 -1.63882 -0.700 0.998 -1.800
C -0.20248 1.97934 -0.05124 -1.499 -0.004 -0.234
C 1.06797 1.42266 0.88690 -2.943 1.530 0.938
C 1.70929 2.79856 1.49287 1.827 1.396 -0.819
C 3.29564 2.82725 1.84968 0.980 1.261 0.603
F 4.18469 3.18024 0.67963 -2.216 -0.847 2.196
C 0.42710 0.40056 2.06828 3.769 -3.618 -0.969
N 1.57596 -0.05917 2.99630 -1.743 1.159 -0.906
S -0.72598 1.26160 3.25222 1.628 9.129 1.108
O -1.34323 2.62310 2.73215 1.202 -5.189 0.452
O 0.10173 1.78480 4.49788 0.007 -6.664 -8.942
C -2.19261 0.36469 3.93421 -5.418 0.743 0.023
F -3.08114 1.45168 4.51575 3.157 -3.417 -1.880
F -3.07346 -0.17495 2.82849 3.322 1.199 3.579
C -1.96715 -0.66104 5.17545 -0.624 -3.088 4.365
F -2.51002 -2.05290 4.94637 1.882 4.917 0.354
F -2.74794 -0.18560 6.38252 2.772 -1.544 -4.221
F -0.58679 -0.84192 5.65993 -4.728 0.852 -2.123
C -0.09887 -0.97023 1.36382 -2.521 0.148 -0.801
C -0.68050 -2.15619 2.33070 2.347 -4.039 5.612
O -0.03037 -2.68785 3.40620 -3.795 4.082 -6.838
N -2.02201 -2.89267 2.11242 2.957 -1.398 -3.468
C -2.40307 -3.01608 0.67173 -5.544 6.256 -3.591
O -3.18162 -2.01820 0.16403 5.866 -7.161 3.112
F -2.09369 -4.11736 -0.26884 -0.405 2.894 3.637
C 0.85215 -1.72339 0.28398 -2.617 -0.230 -1.823
S 2.06028 -3.01296 0.88549 10.382 1.731 1.139
O 3.25208 -2.98325 -0.15859 -5.438 -0.918 2.656
O 2.74479 -2.75096 2.24060 -3.946 -1.448 -3.749
C 1.43286 -4.81092 0.72749 -3.379 -1.281 -1.476
F 0.13217 -5.04350 1.39303 3.751 0.735 -1.896
F 1.17124 -4.98862 -0.75064 0.905 0.214 4.689
C 2.46387 -5.92104 1.34900 -1.954 -2.098 1.514
F 2.47709 -5.73395 2.83343 0.357 -0.554 -5.242
F 1.80805 -7.26494 1.12982 2.044 4.318 0.514
C 3.93816 -6.00314 0.65844 3.106 -0.974 0.704
F 3.97618 -5.84313 -0.81005 -0.189 -0.367 5.574
F 4.46877 -7.38605 0.96156 -1.697 4.819 -1.192
F 4.82075 -5.04124 1.40333 -3.070 -3.455 -3.223
O 1.54263 -0.90252 -0.70982 -1.104 0.315 2.521
S 2.33725 0.44897 -0.08077 9.110 1.290 -2.330
O 2.99727 1.25507 -1.26932 -4.453 -2.961 4.097
O 3.54883 -0.09471 0.70884 -5.264 1.471 -1.399
H -3.59601 0.45117 -9.06451 1.524 -0.392 1.839
H -3.78599 0.16658 -7.20826 1.674 0.135 -1.609
H -2.72628 -1.02342 -8.22011 -0.200 2.808 0.255
H 0.62552 1.58613 -6.57863 -1.834 2.161 0.327
H 0.00807 3.17013 -7.45436 -0.416 -1.498 1.896
H 0.73071 4.34254 -5.37050 -1.708 -1.636 0.123
H -1.01697 3.67145 -4.77299 2.154 -0.207 -0.542
H 2.06649 2.56222 -4.16751 -2.588 0.003 0.041
H 0.57281 1.41468 -4.18116 0.585 2.240 0.829
H 1.61868 3.41311 -1.91646 -1.913 -0.681 -1.168
H -0.19065 3.92635 -2.52195 2.212 -1.701 0.341
H 0.31294 0.84742 -2.10108 -0.652 1.464 1.369
H -1.24119 1.88227 -2.04783 2.468 -0.269 1.036
H -0.42653 3.13639 0.16247 0.955 -2.749 -0.249
H -1.22822 1.47582 0.30454 2.400 0.818 -0.616
H 1.60680 3.63659 0.64476 0.185 -2.052 1.749
H 1.15422 3.25560 2.42291 0.762 -1.542 -1.805
H 3.74416 1.88946 2.36972 -1.018 1.816 -1.900
H 3.45557 3.73014 2.61543 -0.372 -1.957 -1.847
H 1.20531 -0.47495 3.87585 0.244 0.183 -1.006
H 2.16048 0.74342 3.30082 -0.787 -0.510 -0.342
H -1.05250 -0.62389 0.72762 2.033 -0.901 1.138
H -1.88778 -3.89150 2.45416 -0.059 1.627 0.101
H 0.08226 -2.36179 -0.38193 1.749 1.232 1.365
C -1.39574 3.68955 8.04754 -0.434 0.130 0.245
C -0.93462 3.02794 6.81553 0.080 -0.065 -0.183
N -0.57027 2.50522 5.84213 -3.341 5.177 9.112
H -0.91016 3.27313 8.93646 0.058 -0.041 -0.309
H -1.18092 4.76332 8.03482 0.061 -0.391 -0.244
H -2.47626 3.57749 8.18687 0.151 -0.218 -0.255
C 0.72010 -2.10247 -3.63988 0.084 -0.162 0.064
C -0.15669 -1.10189 -4.27100 -0.895 0.740 -0.508
N -0.84945 -0.31136 -4.76962 0.939 -1.618 1.009
H 0.98866 -1.81743 -2.61714 -0.094 0.158 -0.362
H 0.23951 -3.08503 -3.58612 -0.127 0.233 -0.149
H 1.65490 -2.22963 -4.19620 -0.227 0.241 -0.030
C -5.10605 -4.47032 5.59600 -0.153 0.087 0.269
C -4.55379 -4.76095 4.26229 0.435 -0.252 -1.027
N -4.11749 -4.99059 3.20854 -0.544 0.371 1.662
H -6.02428 -3.87680 5.53313 0.209 -0.079 -0.267
H -5.35084 -5.38797 6.14124 0.171 -0.003 -0.372
H -4.39820 -3.90657 6.21295 0.049 -0.083 -0.340
C 3.66707 -7.95393 -3.51535 0.157 0.032 0.183
C 2.72519 -8.02917 -4.64470 -0.851 -0.073 -1.021
N 1.98100 -8.08861 -5.53697 1.254 0.109 1.508
H 3.69356 -6.95077 -3.07678 -0.161 -0.142 -0.248
H 3.39509 -8.64982 -2.71470 -0.127 0.068 -0.268
H 4.68896 -8.19913 -3.82376 -0.275 0.016 -0.152
C -1.57533 4.21858 -10.59793 0.119 0.039 -0.043
C -2.20469 4.77259 -9.38747 -0.399 0.457 1.003
N -2.70192 5.21032 -8.43110 0.721 -0.692 -1.509
H -1.15005 5.00589 -11.22932 -0.167 0.046 0.264
H -0.76239 3.52758 -10.35109 -0.228 0.079 0.217
H -2.29487 3.66564 -11.21113 0.289 0.370 0.483
C 3.20455 4.01844 8.43531 0.254 -0.126 0.028
C 1.96089 4.77455 8.21211 -0.999 0.633 -0.178
N 0.97830 5.37197 8.03577 1.912 -0.790 0.362
H 3.97163 4.27421 7.69670 -0.334 0.106 -0.005
H 3.62843 4.21990 9.42476 -0.336 0.099 -0.102
H 3.03868 2.93793 8.36837 -0.222 0.256 -0.035
C 2.81541 -1.01057 -8.46128 0.064 -0.082 -0.217
C 2.18605 -0.45655 -7.25083 -0.495 0.395 0.964
N 1.68883 -0.01882 -6.29445 1.386 -1.143 -1.603
H 3.24069 -0.22326 -9.09267 -0.181 0.016 0.280
H 3.62835 -1.70157 -8.21445 -0.189 0.174 0.197
H 2.09588 -1.56351 -9.07449 -0.050 0.193 0.277
C -3.74020 -8.73554 3.55021 0.124 -0.101 -0.212
C -4.36956 -8.18152 4.76066 -0.542 0.495 1.036
N -4.86678 -7.74379 5.71703 0.840 -0.767 -1.601
H -3.31492 -7.94823 2.91882 -0.195 0.063 0.297
H -2.92726 -9.42653 3.79704 -0.205 0.163 0.199
H -4.45973 -9.28848 2.93700 -0.033 0.165 0.284
C -3.03091 5.31838 0.71335 -0.057 0.125 0.231
C -2.56979 4.65677 -0.51867 0.324 -0.524 -1.022
N -2.20544 4.13405 -1.49206 -0.883 0.984 1.679
H -2.54533 4.90195 1.60227 0.043 -0.145 -0.286
H -2.81609 6.39215 0.70062 0.053 -0.223 -0.235
H -4.11143 5.20631 0.85267 0.205 -0.114 -0.232
C 0.63538 6.65246 11.63801 -0.129 0.231 -0.001
C 1.34198 5.36563 11.75209 0.599 -1.101 0.074
N 1.90024 4.34891 11.84224 -0.891 1.672 -0.212
H -0.33207 6.53979 11.13730 0.254 -0.209 0.045
H 0.44139 7.09593 12.62034 0.150 -0.280 -0.078
H 1.21443 7.38233 11.06227 0.040 -0.324 0.059
C 5.70671 0.53507 4.79007 0.220 -0.121 0.001
C 4.46305 1.29118 4.56687 -0.933 0.514 0.145
N 3.48046 1.88860 4.39053 1.730 -1.103 1.074
H 6.47379 0.79084 4.05146 -0.317 0.102 0.008
H 6.13059 0.73652 5.77952 -0.278 0.125 -0.137
H 5.54083 -0.54544 4.72313 -0.236 0.254 -0.068
C -5.35952 1.87641 -11.67851 -0.219 -0.049 0.092
C -4.01559 2.18522 -12.19495 1.077 0.149 -0.554
N -2.95376 2.42917 -12.60298 -2.012 -0.674 0.378
H -5.77635 0.97837 -12.14664 0.289 0.149 -0.043
H -5.34718 1.70154 -10.59752 0.226 0.095 -0.192
H -6.06282 2.69483 -11.86576 0.320 -0.035 -0.056
```
Positions in Å, forces in eV/Å.

Output
Strongest force on any atom in eV/A: 11.2
HOMO energy in eV: -7.96
Orbital gap in eV: 6.31

These are the Mulliken partial charges, in e, on atoms 1 to 4:
1 C -0.80
2 C 0.68
3 O -0.58
4 O -0.33

(2)
# C30H41AsN6STi

C30H41AsN6STi as an isolated structure (ωB97M-V/def2-TZVPD, OMol25).

XYZ file:
```
80
Properties=species:S:1:pos:R:3:forces:R:3
Ti -0.14160 0.38187 0.12984 0.430 -0.264 -0.195
N 0.83444 2.14278 0.93316 -0.179 0.082 -0.023
C 2.28304 2.21348 0.54618 0.012 -0.006 0.005
C 2.48808 1.51106 -0.78240 -0.047 -0.042 -0.022
N 1.80963 0.16026 -0.84370 0.032 0.028 -0.187
C 1.53898 -0.17508 -2.28189 -0.016 -0.023 -0.031
C 0.52447 -1.29275 -2.38138 -0.042 0.004 0.093
N -0.64228 -0.93862 -1.50211 0.154 0.106 -0.013
C 2.68953 -0.91110 -0.26544 -0.014 0.112 0.041
C 2.57853 -0.93165 1.24085 -0.032 -0.024 -0.066
N 1.13143 -0.75825 1.55242 -0.103 -0.019 0.148
H 0.35010 2.98774 0.61899 0.053 0.040 0.022
H 0.74878 2.18697 1.94987 0.038 0.009 0.015
H 2.87181 1.78658 1.35141 0.002 -0.008 -0.001
H 2.58684 3.25541 0.45028 0.024 0.001 -0.005
H 3.55149 1.38660 -0.99398 0.013 0.030 0.001
H 2.06217 2.12294 -1.57735 0.012 -0.013 0.011
H 2.46991 -0.43675 -2.79088 0.007 0.009 0.001
H 1.14857 0.72536 -2.75152 0.029 -0.029 -0.038
H 0.91513 -2.24869 -2.04034 0.030 -0.012 -0.022
H 0.20308 -1.43156 -3.41256 -0.014 0.025 -0.014
H -1.07861 -1.78962 -1.14723 -0.037 -0.017 -0.013
H -1.37763 -0.47822 -2.05370 -0.034 0.001 0.013
H 3.71560 -0.74774 -0.59883 0.011 -0.030 0.002
H 2.37086 -1.86928 -0.67150 -0.049 -0.013 0.019
H 3.15590 -0.14924 1.72263 -0.038 0.040 -0.011
H 2.94563 -1.87783 1.63798 0.022 -0.004 -0.009
H 1.01387 -0.43873 2.51294 0.023 -0.058 0.049
H 0.67854 -1.68468 1.53850 -0.035 0.072 0.039
C -4.19107 -3.58144 4.57291 -0.013 -0.011 0.007
C -3.07110 -3.41573 3.61730 0.097 -0.040 -0.048
C -2.16618 -4.40296 3.26501 -0.019 0.049 0.004
C -1.13919 -4.11563 2.37600 -0.041 -0.001 0.046
N -1.01907 -2.86832 1.83105 0.155 -0.003 -0.080
C -1.88493 -1.96032 2.16050 -0.255 0.015 0.113
S -1.89894 -0.33057 1.46404 -0.140 0.179 0.019
N -2.89002 -2.19984 3.03780 0.010 -0.039 -0.061
C -0.12736 -5.12627 1.98290 0.014 -0.049 0.008
H -4.36566 -4.63411 4.77944 -0.004 0.000 0.005
H -5.10982 -3.13582 4.18711 -0.004 0.008 0.014
H -3.94090 -3.08604 5.51655 -0.012 0.001 0.003
H -2.26734 -5.39260 3.68831 0.000 -0.003 -0.005
H -3.54710 -1.45645 3.25843 0.001 0.010 0.007
H -0.42020 -6.12843 2.28543 0.000 0.004 0.003
H 0.82411 -4.89471 2.47159 -0.001 0.004 -0.010
H 0.03297 -5.10741 0.90506 0.010 0.010 0.000
C -4.78249 0.54471 -3.90804 -0.011 -0.004 -0.030
C -3.77599 1.20146 -4.60398 -0.052 -0.054 -0.005
C -2.68198 1.72236 -3.92715 0.063 0.071 0.033
C -2.60936 1.57924 -2.54172 -0.058 0.019 -0.135
C -3.62278 0.92011 -1.83808 0.036 -0.069 0.017
C -4.70843 0.40305 -2.52623 0.023 -0.008 -0.011
As -1.23898 2.37004 -1.46768 0.184 0.042 0.661
C 0.09034 3.34968 -2.45370 -0.048 -0.175 -0.188
C 0.57253 2.86596 -3.67444 -0.060 0.029 -0.067
C 1.56542 3.55675 -4.35234 0.014 0.018 0.009
C 2.09177 4.72553 -3.81260 -0.012 0.003 0.019
C 1.61988 5.20432 -2.59652 0.040 0.017 -0.034
C 0.62118 4.52321 -1.91379 0.039 -0.057 0.106
C -2.01666 3.66580 -0.27444 -0.167 0.009 -0.247
C -2.39080 4.89294 -0.82586 -0.054 0.019 -0.005
C -3.04407 5.82842 -0.03768 0.018 -0.014 -0.011
C -3.32451 5.54574 1.29357 0.020 -0.022 0.012
C -2.96739 4.31846 1.83835 -0.044 0.085 0.034
C -2.32349 3.37506 1.05245 0.048 -0.070 0.059
H -5.63826 0.15371 -4.44238 0.005 0.002 -0.005
H -3.85072 1.32494 -5.67605 0.004 0.003 -0.002
H -1.92782 2.26575 -4.48027 -0.034 0.025 0.020
H -3.58941 0.84481 -0.75399 -0.030 0.044 -0.040
H -5.50749 -0.08979 -1.98903 -0.008 0.008 0.000
H 0.16039 1.97176 -4.12761 -0.023 0.018 -0.002
H 1.91683 3.19450 -5.30962 -0.005 0.006 -0.001
H 2.85686 5.27210 -4.34828 0.000 -0.007 0.003
H 2.01367 6.12552 -2.18709 0.001 -0.005 -0.003
H 0.24710 4.93726 -0.98568 -0.038 -0.004 0.008
H -2.19193 5.12361 -1.86553 0.013 -0.005 -0.005
H -3.33909 6.77679 -0.46685 0.002 -0.004 0.006
H -3.83037 6.28086 1.90542 -0.001 -0.008 -0.001
H -3.20331 4.09875 2.87111 0.007 -0.010 -0.006
H -2.10114 2.40698 1.49228 0.076 -0.034 -0.022
```
Positions in Å, forces in eV/Å.

Output
Strongest force on any atom in eV/A: 0.7
Net charge: +4
Energy relative to the best compared isomer or geometry (same formula, charge and spin) in kJ/mol: 13.1
HOMO energy in eV: -19.06
Orbital gap in eV: 5.77

These are the Mulliken partial charges, in e, on atoms 1 to 4:
1 Ti 0.20
2 N -0.14
3 C -0.94
4 C 0.15

(3)
# C19H22O8

One molecule with the formula C19H22O8 at a distorted geometry (ωB97M-V/def2-TZVPD, OMol25).

XYZ file:
```
49
Properties=species:S:1:pos:R:3:forces:R:3
C -1.52705 -2.98848 1.59460 1.291 -0.248 0.779
C -0.08321 -3.16409 2.05724 2.710 2.345 0.840
C 0.72918 -2.05225 2.23214 -2.028 0.021 1.263
C 2.25052 -2.06407 2.58968 -0.057 -0.732 -0.617
O 2.71353 -3.08415 3.47270 -0.133 0.590 -0.045
O 2.82152 -0.91502 3.26517 -1.451 2.173 -0.956
C 2.10774 0.29388 3.33696 -2.724 -1.830 -1.431
C 0.81031 0.43702 2.86765 2.584 -2.965 -0.141
C 0.07020 1.62453 3.03024 1.888 3.769 0.412
O 0.65928 2.69824 2.92258 -0.875 -0.198 0.193
O -1.19930 1.51607 3.34528 -0.258 -1.125 0.310
C -1.91094 2.71307 3.48751 -2.747 0.571 0.292
C 0.15124 -0.58103 1.99148 0.089 -2.927 -1.038
C 0.47044 -0.40034 0.46253 0.960 2.272 0.122
C -0.24406 0.84573 -0.10042 -2.265 -0.332 1.729
O -1.46771 1.00355 -0.04166 1.827 -0.799 -0.510
O 0.57825 1.82182 -0.40637 0.281 0.494 -2.299
C 0.10026 2.85146 -1.36000 -2.765 0.845 1.348
C 0.52900 2.62769 -2.80425 -0.183 -1.216 1.087
C 0.21511 1.22263 -3.25467 1.037 -1.706 -1.748
C 1.19630 0.13357 -3.11044 -1.807 0.799 -0.433
C 0.87227 -1.14396 -3.54877 -2.877 -0.014 -0.330
C -0.41694 -1.43273 -4.13504 0.279 2.090 0.539
O -0.98017 -2.67358 -4.17180 1.274 -0.071 -0.125
C -1.22607 -0.33143 -4.52575 0.429 0.969 0.867
O -2.39492 -0.57475 -5.21653 0.030 0.173 0.016
C -0.93175 0.98121 -4.06751 1.154 -1.007 1.177
H -1.53555 -2.50221 0.65040 -0.008 0.895 -0.820
H -2.13331 -2.40831 2.30372 0.099 -0.403 -0.180
H -1.93558 -3.93407 1.35192 -0.765 -1.046 0.311
H 0.45852 -4.11567 2.28470 -1.112 0.527 -0.384
H 2.66281 -2.18804 1.51482 0.429 0.295 1.849
H 3.13596 -2.59181 4.23648 -0.793 -0.833 -1.367
H 2.61443 1.08342 3.83716 0.444 0.247 0.423
H -1.28056 3.54893 3.78151 0.036 -0.099 -0.198
H -2.43080 2.88546 2.50228 0.514 0.216 1.034
H -2.72683 2.55720 4.29882 1.445 0.090 -1.401
H -0.98679 -0.56013 2.03620 1.589 -0.063 0.382
H 1.58647 -0.30467 0.26584 -1.352 -0.159 0.321
H 0.08020 -1.22864 -0.07022 -0.313 -0.900 -0.486
H -1.10477 2.99577 -1.37724 2.892 -0.730 0.623
H 0.53820 3.69426 -0.82479 -0.156 0.532 -0.858
H 1.57420 2.75636 -2.85376 1.380 0.251 -0.221
H 0.06975 3.34836 -3.46074 -0.300 0.355 -0.013
H 2.17970 0.17568 -2.63634 -0.441 0.786 0.036
H 1.46810 -1.97654 -3.26748 0.588 -0.595 -0.005
H -1.60607 -2.65642 -4.88984 -0.663 -0.208 -0.397
H -2.85284 0.26700 -5.42021 0.506 -0.725 0.269
H -1.66830 1.78947 -4.17579 0.320 -0.372 -0.223
```
Positions in Å, forces in eV/Å.

Output
Strongest force on any atom in eV/A: 4.2
SMILES: C/C=C1/[C@H](O)OC=C(C(=O)OC)[C@H]1CC(=O)OCCc1ccc(O)c(O)c1
HOMO energy in eV: -8.25
Orbital gap in eV: 8.76

These are the natural (NBO) partial charges, in e, on atoms 1 to 4:
1 C -0.65
2 C -0.18
3 C -0.02
4 C 0.36